{"formula": "C22H22NO", "method": "ωB97M-V/def2-TZVPD", "species": ["C", "O", "C", "C", "C", "C", "C", "C", "C", "H", "H", "H", "H", "H", "H", "H", "H", "H", "C", "N", "C", "C", "C", "H", "C", "C", "C", "C", "C", "C", "C", "C", "C", "C", "H", "H", "H", "H", "H", "H", "H", "H", "H", "H", "H", "H"], "positions_angstrom": [[0.4199, -3.6453, 1.0795], [1.0351, -2.4614, 1.6187], [1.4292, -1.5291, 0.6617], [2.6920, -0.8023, 1.0858], [3.4608, -0.1782, 0.0991], [4.6260, 0.5040, 0.4390], [5.0336, 0.5716, 1.7800], [4.2620, -0.0551, 2.7756], [3.0819, -0.7349, 2.4322], [0.0772, -4.1535, 1.9875], [-0.4409, -3.4680, 0.3846], [1.1596, -4.2935, 0.5501], [1.5900, -1.8644, -0.3879], [3.1379, -0.2703, -0.9372], [5.2581, 0.9179, -0.3446], [5.9694, 1.0621, 2.0589], [4.5958, -0.0677, 3.8220], [2.4869, -1.2654, 3.1917], [-3.1265, 1.5314, -2.8118], [-2.2970, 1.0867, -1.7148], [-2.6741, -0.0858, -1.0980], [-2.0201, -0.4977, 0.0944], [-1.0048, 0.3254, 0.5874], [0.6222, -0.8289, 0.6942], [-0.5051, 1.4190, -0.1279], [-1.2046, 1.8157, -1.3064], [-0.8215, 3.0036, -1.9384], [0.2155, 3.7917, -1.4470], [0.9415, 3.3902, -0.3095], [0.5927, 2.2067, 0.3354], [-2.4989, -1.6521, 0.7839], [-3.6397, -2.3225, 0.3422], [-4.2863, -1.8787, -0.8276], [-3.7994, -0.7844, -1.5354], [-2.8049, 2.5005, -3.1702], [-3.0862, 0.8200, -3.6439], [-4.1700, 1.6238, -2.4806], [-0.8801, 0.3461, 1.6726], [-1.3298, 3.3820, -2.8206], [0.4764, 4.7349, -1.9161], [1.7698, 3.9846, 0.0992], [1.1456, 1.8378, 1.2115], [-1.9483, -1.9732, 1.6798], [-4.0099, -3.1817, 0.9209], [-5.1796, -2.4005, -1.1547], [-4.3514, -0.4617, -2.4152]], "total_charge": 1, "total_energy_ev": -26701.57003, "e_homo_ev": -11.3, "e_above_lowest_kcal_mol": 7.1}